1.
A molecular structure, Cs3HgO20S5, computed with ωB97M-V/def2-TZVPD.

* energy: -3709.263613 Eh
* HOMO-LUMO gap: 1.3 eV
* highest occupied orbital energy: 5.93 eV
* strongest force on any atom: 6.816 eV/A
* LUMO: 7.3 eV

ORCA input file:
```
! wB97M-V def2-TZVPD RIJCOSX def2/J DEFGRID3
* xyz -5 1
Hg -0.175 -0.387 0.074
Cs 1.852 3.056 -2.384
Cs 2.593 1.536 2.000
Cs -3.007 -0.148 2.470
S 0.061 -1.792 3.695
O -0.861 -2.903 3.725
O -0.097 -0.978 4.836
O 1.366 -2.303 3.483
O -0.280 -0.837 2.559
S -0.069 -2.783 -2.841
O 1.111 -3.390 -3.455
O 0.418 -1.700 -1.905
O -0.935 -2.233 -3.839
O -0.821 -3.778 -2.050
S -3.577 0.549 -1.022
O -2.608 -0.344 -0.179
O -2.900 1.279 -1.959
O -4.659 -0.233 -1.588
O -4.177 1.418 0.011
S -0.353 3.345 0.415
O -0.412 2.039 1.037
O -0.200 3.223 -1.053
O -1.506 4.115 0.750
O 0.928 4.022 0.877
S 3.675 -0.203 -0.746
O 3.313 -0.581 -2.079
O 4.549 1.041 -0.662
O 2.384 0.201 -0.156
O 4.387 -1.229 -0.014
*
```

=====

2.
A single C4H9N3S molecule, computed with ωB97M-V/def2-TZVPD.

* energy: -720.154754 Eh
* energy relative to the best compared isomer or geometry (same formula, charge and spin): 311.4 kJ/mol
* HOMO-LUMO gap: 9.3 eV
* highest occupied orbital energy: -8.46 eV
* SMILES string: [H]/N=C\N/N=C/[C@@H](C)S
* strongest force on any atom: 5.897 eV/A
* LUMO: 0.8 eV

ORCA input file:
```
! wB97M-V def2-TZVPD RIJCOSX def2/J DEFGRID3
* xyz 0 1
H -0.687 -1.199 4.175
N 0.110 -1.815 3.794
C 0.366 -1.737 2.547
N -0.023 -0.692 1.768
N 0.463 -0.612 0.524
C 0.235 0.477 -0.248
C 0.486 0.611 -1.664
C -1.053 0.629 -2.414
S 1.288 2.066 -1.891
H 1.060 -2.414 2.206
H -0.750 -0.147 2.092
H -0.323 1.313 0.130
H 0.948 -0.277 -2.139
H -1.536 -0.274 -2.307
H -1.114 0.793 -3.539
H -1.651 1.518 -2.014
H 2.180 1.760 -1.020
*
```

=====

3.
5 unconnected molecules or ions with the total composition C64H54O9P, computed with ωB97M-V/def2-TZVPD.

* energy: -3489.626094 Eh
* energy relative to the best compared isomer or geometry (same formula, charge and spin): 403.5 kJ/mol
* HOMO-LUMO gap: 3.1 eV
* highest occupied orbital energy: -3.57 eV
* strongest force on any atom: 3.065 eV/A
* LUMO: -0.5 eV

ORCA input file:
```
! wB97M-V def2-TZVPD RIJCOSX def2/J DEFGRID3
* xyz -1 1
C 9.404 -0.162 -1.985
P 8.206 0.342 -3.423
O 8.577 2.037 -3.269
C 7.800 2.688 -2.203
C 6.280 3.173 -2.706
C 6.201 4.813 -2.577
C 5.218 2.358 -1.764
C 3.827 1.907 -2.503
C 3.182 0.690 -1.555
C 4.006 1.258 -3.998
H 9.553 -1.339 -2.107
H 10.420 0.429 -2.034
H 8.854 0.028 -0.943
H 7.155 0.392 -2.438
H 7.227 0.670 -4.428
H 9.283 0.225 -4.375
H 7.855 -1.072 -3.615
H 7.761 2.073 -1.191
H 8.367 3.697 -1.930
H 6.239 2.920 -3.848
H 6.719 5.276 -3.548
H 6.797 5.250 -1.652
H 5.065 5.155 -2.575
H 4.901 3.108 -0.893
H 5.677 1.420 -1.210
H 3.034 2.783 -2.447
H 2.938 1.045 -0.463
H 4.061 -0.111 -1.442
H 2.302 0.124 -2.090
H 4.970 0.586 -4.118
H 3.060 0.681 -4.401
H 4.163 2.169 -4.754
C 9.100 -9.946 -0.248
C 8.253 -9.818 -1.349
C 8.350 -8.699 -2.178
C 9.289 -7.699 -1.900
C 10.119 -7.815 -0.785
C 10.032 -8.947 0.036
C 11.079 -6.742 -0.454
O 11.811 -6.845 0.523
C 11.138 -5.541 -1.310
C 12.002 -4.491 -0.974
C 12.074 -3.357 -1.786
C 11.292 -3.273 -2.938
C 10.425 -4.315 -3.272
C 10.341 -5.447 -2.450
C 9.396 -6.528 -2.793
O 8.705 -6.453 -3.802
H 9.031 -10.822 0.393
H 7.517 -10.590 -1.563
H 7.688 -8.609 -3.039
H 10.687 -9.051 0.900
H 12.619 -4.551 -0.079
H 12.742 -2.541 -1.521
H 11.352 -2.393 -3.574
H 9.814 -4.240 -4.169
C 3.716 5.929 0.298
C 3.306 7.262 0.302
C 1.956 7.576 0.472
C 1.012 6.553 0.626
C 1.420 5.220 0.597
C 2.777 4.907 0.444
C 0.427 4.133 0.709
O 0.784 2.961 0.687
C -1.003 4.477 0.838
C -1.961 3.455 0.887
C -3.315 3.771 1.022
C -3.714 5.104 1.119
C -2.762 6.124 1.065
C -1.405 5.809 0.915
C -0.410 6.896 0.823
O -0.761 8.068 0.903
H 4.769 5.684 0.175
H 4.036 8.057 0.175
H 1.644 8.619 0.480
H 3.104 3.869 0.434
H -1.658 2.412 0.815
H -4.057 2.977 1.055
H -4.767 5.350 1.232
H -3.082 7.162 1.137
C -7.693 6.991 6.444
C -8.379 6.414 7.513
C -8.869 5.111 7.407
C -8.683 4.386 6.224
C -8.018 4.972 5.147
C -7.512 6.273 5.261
C -7.860 4.234 3.877
O -7.273 4.747 2.931
C -8.425 2.876 3.760
C -8.332 2.188 2.543
C -8.853 0.897 2.427
C -9.457 0.287 3.526
C -9.556 0.972 4.738
C -9.047 2.273 4.852
C -9.188 3.003 6.128
O -9.723 2.469 7.093
H -7.304 8.003 6.530
H -8.532 6.978 8.431
H -9.399 4.666 8.248
H -6.981 6.732 4.429
H -7.859 2.655 1.681
H -8.784 0.367 1.480
H -9.856 -0.721 3.439
H -10.033 0.492 5.591
C -7.765 -2.689 -2.890
C -8.029 -3.765 -3.738
C -8.853 -4.807 -3.308
C -9.405 -4.779 -2.021
C -9.120 -3.716 -1.165
C -8.308 -2.663 -1.604
C -9.656 -3.701 0.211
O -9.410 -2.766 0.963
C -10.486 -4.833 0.671
C -10.952 -4.860 1.992
C -11.748 -5.920 2.431
C -12.087 -6.949 1.553
C -11.619 -6.928 0.238
C -10.808 -5.872 -0.200
C -10.289 -5.877 -1.582
O -10.582 -6.783 -2.353
H -7.131 -1.873 -3.228
H -7.596 -3.791 -4.735
H -9.059 -5.640 -3.977
H -8.093 -1.823 -0.946
H -10.695 -4.059 2.683
H -12.105 -5.942 3.459
H -12.713 -7.771 1.893
H -11.884 -7.737 -0.441
*
```